Entry 1:
# C36H43BN20PTi

A structure of composition C36H43BN20PTi (ωB97M-V/def2-TZVPD, the Open Molecules 2025 dataset).

Values from the calculation:
* multiplicity: 2
* net charge: +2
* highest occupied orbital energy (alpha / beta): -13.062 / -13.064 eV

Element x y z (Å)
Ti 0.1025 -0.0536 -0.1252
C 3.4090 -4.1705 2.2499
N 2.9698 -3.1754 1.2749
C 3.5358 -2.9690 0.0479
C 2.7951 -1.9986 -0.5645
N 1.7951 -1.6020 0.2755
C 1.9161 -2.3340 1.3766
P 0.7588 -2.2505 2.7790
C 0.8462 -0.4516 2.9483
N 0.9513 0.4305 1.9622
C 1.2245 1.6315 2.5563
C 1.2710 1.4708 3.9085
N 1.0275 0.1507 4.1465
C 0.9645 -0.4714 5.4680
C -0.7379 -2.4410 1.7518
N -1.0561 -1.7156 0.6875
C -2.1705 -2.2908 0.1341
C -2.5334 -3.3660 0.8908
N -1.6177 -3.4522 1.9068
C -1.6063 -4.4834 2.9434
H 4.4323 -4.4498 2.0173
H 3.3801 -3.7496 3.2516
H 2.7775 -5.0558 2.2037
H 4.4011 -3.5184 -0.2810
H 2.9155 -1.5717 -1.5444
H 1.3528 2.5374 1.9935
H 1.4502 2.1735 4.7041
H 0.9950 0.3183 6.2127
H 0.0307 -1.0182 5.5751
H 1.8106 -1.1383 5.6181
H -2.6128 -1.9107 -0.7711
H -3.3402 -4.0714 0.7868
H -2.5852 -4.9529 2.9692
H -0.8547 -5.2384 2.7208
H -1.4019 -4.0328 3.9110
C 0.2280 -4.0257 -1.0399
C -0.0641 -2.9554 -2.0432
C -0.4940 -3.2526 -3.3391
C -0.5290 -2.0411 -3.9889
N -0.1214 -1.0979 -3.1339
N 0.1191 -1.6306 -1.9057
B 0.1266 0.3991 -3.3598
N 1.4900 0.7569 -2.6890
C 2.5826 1.2338 -3.2978
C 3.5514 1.4530 -2.3378
C 2.9632 1.0942 -1.1274
C 3.5977 1.1930 0.2174
N 1.7082 0.6638 -1.3532
N -1.0618 1.1205 -2.6630
C -1.9684 1.9381 -3.2208
C -3.0816 1.9691 -2.4168
C -2.7946 1.1136 -1.3528
C -3.7683 0.7866 -0.2697
N -1.5591 0.6057 -1.4908
N 0.2596 0.7613 -4.8210
C 0.8882 0.0768 -5.8170
C 1.1652 0.9540 -6.8278
C 0.7025 2.2059 -6.3575
C 0.7569 3.5294 -7.0455
N 0.1852 2.0861 -5.1486
H 1.1853 -4.4921 -1.2831
H 0.2827 -3.6773 -0.0165
H -0.5331 -4.8028 -1.1073
H -0.7255 -4.2243 -3.7396
H -0.8135 -1.7916 -4.9969
H 2.6012 1.3873 -4.3642
H 4.5489 1.8281 -2.4888
H 4.6757 1.2822 0.0961
H 3.2562 2.0832 0.7452
H 3.3868 0.3281 0.8429
H -1.7467 2.4176 -4.1579
H -3.9990 2.5064 -2.5860
H -4.7414 0.5996 -0.7249
H -3.4817 -0.0899 0.2994
H -3.8893 1.6192 0.4231
H 1.1017 -0.9759 -5.7425
H 1.6221 0.7338 -7.7775
H 0.4997 3.4309 -8.0992
H 0.0617 4.2256 -6.5809
H 1.7594 3.9563 -6.9908
N -2.7848 -0.7438 2.9844
C -2.3329 0.5331 3.0063
N -2.5060 1.1726 4.1551
C -2.1786 2.4634 4.1412
N -2.2860 3.1562 5.2817
N -1.7383 3.1164 3.0547
C -1.5173 2.3518 2.0028
N -1.7411 1.0431 1.8960
C -0.9769 3.0798 0.8224
C -1.3325 4.4125 0.6871
C -0.8294 5.1493 -0.3708
C 0.0424 4.5192 -1.2342
C 0.3486 3.1852 -1.0238
N -0.1526 2.4412 -0.0264
H -3.4076 -0.9781 3.7412
H -2.9856 -1.1550 2.0877
H -2.7512 2.7373 6.0682
H -2.1618 4.1534 5.2544
H -1.9920 4.8532 1.4181
H -1.1041 6.1872 -0.5020
H 0.4905 5.0285 -2.0757
H 1.0266 2.7063 -1.7044

---

Entry 2:
# C36H43Cl2HfN2OP3

A structure of composition C36H43Cl2HfN2OP3 at a distorted geometry (ωB97M-V/def2-TZVPD, the Open Molecules 2025 dataset).

Values from the calculation:
* multiplicity: 1
* net charge: +2
* highest occupied orbital energy: -13.268 eV

Element x y z (Å)
P 0.8195 1.2553 -2.3076
C 2.5706 1.5298 -2.6184
C 3.1083 0.9481 -3.7722
H 2.4831 0.2902 -4.3830
C 4.4225 1.2528 -4.0999
H 4.8295 0.8193 -5.0039
C 5.1597 2.1018 -3.2738
H 6.1829 2.3304 -3.5432
C 4.6147 2.6596 -2.1159
H 5.1883 3.3212 -1.4794
C 3.2975 2.3744 -1.7675
H 2.8244 2.7910 -0.8734
C 0.2348 -0.1757 -3.2403
C 0.7948 -1.4394 -2.9685
H 1.5623 -1.5419 -2.1967
C 0.3577 -2.5426 -3.6968
H 0.7867 -3.5200 -3.4851
C -0.6078 -2.3788 -4.6938
H -0.9403 -3.2432 -5.2701
C -1.1529 -1.1236 -4.9630
H -1.8991 -0.9890 -5.7395
C -0.7478 -0.0150 -4.2303
H -1.1666 0.9733 -4.4221
C -0.0697 2.7670 -2.7218
C 0.3517 3.4322 -3.8861
H 1.1661 3.0065 -4.4761
C -0.2635 4.6251 -4.2390
H 0.0730 5.1379 -5.1325
C -1.2867 5.1438 -3.4393
H -1.7622 6.0802 -3.7246
C -1.6977 4.4833 -2.2803
H -2.4916 4.8771 -1.6560
C -1.0861 3.2919 -1.9051
H -1.3993 2.7646 -1.0041
Hf 0.0743 -0.2251 2.4394
C -1.9985 -1.0318 1.8400
C -2.3912 -1.0766 0.5366
H -2.6780 -1.5739 2.4876
C -1.4509 -0.4670 -0.5072
O -2.1922 0.4442 -1.3430
H -1.5704 0.9021 -1.9676
C -0.2006 0.2480 0.1954
H -0.9964 -1.2668 -1.1727
C 0.6977 0.8947 -0.5404
Cl -1.4481 -1.3302 4.5227
Cl 2.3046 1.1695 1.8462
P 1.0963 -2.2890 1.9223
C 1.9685 -2.9730 3.3397
H 1.2236 -3.3286 3.9809
H 2.4991 -2.1087 3.7632
H 2.7367 -3.7159 3.1284
C 0.0124 -3.7281 1.4548
H -0.4698 -3.5108 0.4823
H -0.7744 -3.8252 2.2264
H 0.6418 -4.6379 1.4088
C 2.4015 -2.2073 0.6408
H 2.8606 -1.2136 0.7318
H 1.9337 -2.3154 -0.3483
H 3.1226 -3.0054 0.8670
P -3.9252 -1.8451 -0.1611
C -4.5494 -2.8972 1.1524
C -3.4876 -2.7954 -1.6297
H -4.7932 -2.2876 2.0289
H -3.8021 -3.6525 1.4189
H -5.4505 -3.3796 0.7592
H -3.1463 -2.1138 -2.4165
H -4.4009 -3.3189 -1.9351
H -2.7043 -3.5177 -1.3771
C -5.1443 -0.5875 -0.5992
H -5.2862 0.0770 0.2619
H -6.0710 -1.1293 -0.8324
H -4.7572 -0.0294 -1.4605
H 1.5825 1.2819 0.0413
N 1.7191 -0.5321 6.4904
C 1.4821 -1.2329 5.3946
N 1.2946 -0.4480 4.3379
C 1.1411 0.9124 4.8410
C 0.3903 2.0194 4.3307
C 0.1184 3.0282 5.2714
C 0.5268 2.8695 6.6116
C 1.1866 1.7335 7.0867
C 1.5859 0.8140 6.1679
H 1.8692 -0.8813 7.4750
H 1.5337 -2.4098 5.7728
H 0.0353 2.1560 3.2547
H -0.3795 3.9479 4.9396
H 0.3238 3.6589 7.3322
H 1.4489 1.4438 8.1168

---

Entry 3:
# C36H43MnN2PSb

A structure of composition C36H43MnN2PSb (ωB97M-V/def2-TZVPD, the Open Molecules 2025 dataset).

Values from the calculation:
* multiplicity: 5
* net charge: +2
* highest occupied orbital energy (alpha / beta): -13.476 / -13.622 eV

Element x y z (Å)
Mn 0.3468 -0.3498 -0.2362
C -4.0121 1.6406 2.6120
C -2.7847 2.1346 3.0345
C -1.6397 1.3712 2.8792
C -1.7231 0.0911 2.3244
C -2.9541 -0.3977 1.8959
C -4.0938 0.3818 2.0350
P -0.2021 -0.8787 2.1353
C 0.7421 -0.7154 3.6494
C 0.1111 -0.5349 4.8788
C 0.8681 -0.5086 6.0369
C 2.2466 -0.6607 5.9747
C 2.8786 -0.8442 4.7529
C 2.1265 -0.8735 3.5900
C -0.6940 -2.5938 1.9219
C -0.9307 -3.4859 2.9363
C -1.3817 -4.7879 2.6351
C -1.5914 -5.1643 1.3378
C -1.3428 -4.2710 0.2642
C -1.5193 -4.6428 -1.0926
C -1.2339 -3.7761 -2.1090
C -0.7545 -2.4710 -1.8206
C -0.5692 -2.1145 -0.5132
C -0.8703 -2.9735 0.5703
H -4.9067 2.2311 2.7448
H -2.7198 3.1100 3.4930
H -0.6907 1.7558 3.2322
H -3.0367 -1.3923 1.4730
H -5.0490 -0.0081 1.7170
H -0.9618 -0.4081 4.9352
H 0.3826 -0.3696 6.9908
H 2.8300 -0.6383 6.8832
H 3.9510 -0.9668 4.7079
H 2.6172 -1.0380 2.6390
H -0.7773 -3.1990 3.9691
H -1.5635 -5.4844 3.4387
H -1.9367 -6.1624 1.1102
H -1.8884 -5.6337 -1.3126
H -1.3767 -4.0682 -3.1384
H -0.5463 -1.7924 -2.6415
C -2.6590 3.7307 -2.9570
C -2.5516 2.8815 -1.6992
C -2.4097 3.7255 -0.4425
Sb -0.9452 1.4505 -1.8506
C 0.8948 2.5291 -1.4373
C 1.0718 2.7128 0.0673
C 1.0657 3.8479 -2.1752
C -0.7021 1.1142 -3.9565
C -1.8332 0.2484 -4.4963
C 0.6773 0.5476 -4.2650
H -3.4820 4.4357 -2.8371
H -2.8708 3.1399 -3.8458
H -1.7577 4.3146 -3.1340
H -3.4424 2.2526 -1.6083
H -1.5931 4.4399 -0.5312
H -2.2495 3.1204 0.4476
H -3.3233 4.3015 -0.2890
H 1.6659 1.8369 -1.8083
H 0.3398 3.4135 0.4743
H 2.0699 3.0848 0.3118
H 0.9360 1.7915 0.6773
H 0.3550 4.5987 -1.8350
H 0.9387 3.7293 -3.2506
H 2.0653 4.2488 -2.0088
H -0.7790 2.1129 -4.3942
H -1.8341 -0.7490 -4.0564
H -1.7348 0.1291 -5.5748
H -2.8106 0.6877 -4.3053
H 0.9719 -0.2657 -3.5887
H 1.4506 1.3122 -4.2087
H 0.6955 0.1391 -5.2753
N 6.3191 -1.3030 -1.7354
C 5.0299 -1.1708 -1.4125
C 4.0179 -1.8392 -2.1293
C 2.7095 -1.6681 -1.7669
N 2.3094 -0.8828 -0.7463
C 3.2840 -0.2518 -0.0553
C 4.6171 -0.3587 -0.3369
H 6.6087 -1.9045 -2.4869
H 7.0424 -0.8449 -1.2067
H 4.2628 -2.4924 -2.9512
H 1.9263 -2.1955 -2.2946
H 2.9650 0.3675 0.7752
H 5.3382 0.1709 0.2654